Entry 1:
Entry from the Open Molecules 2025 dataset: a 4-piece molecular cluster, C39H76BClN3O3 overall (the ωB97M-V functional and the def2-TZVPD basis).

```
123
Properties=species:S:1:pos:R:3:mulliken_charge:R:1
C -3.7131 -4.3191 0.1137 -1.4644
C -3.8437 -3.1915 -1.0122 0.5917
C -3.0360 -3.5366 -2.3519 -0.9855
C -1.6220 -2.8008 -2.4710 -0.1247
C -1.6829 -1.3455 -3.1183 -0.4290
C -2.9974 -0.5157 -2.7876 0.2489
C -2.7893 0.9747 -3.3822 -0.8303
C -3.3225 2.1145 -2.4028 -0.2752
C -2.4378 3.4633 -2.5054 -1.0565
C -1.2916 3.5110 -1.3756 0.4432
C -1.6206 4.6070 -0.2343 -0.9909
C -0.9336 4.2296 1.1558 0.6906
C -1.7927 4.6573 2.4377 -0.9836
C -2.8403 3.5607 2.9362 -0.4820
C -2.5692 3.2868 4.5079 -1.0822
C -1.4883 2.0981 4.6141 0.9155
C -0.2314 2.4416 5.5391 -0.7784
C 1.0973 2.5203 4.6389 -0.1761
B 1.9081 1.0946 4.4956 1.5105
O 1.1820 -0.1727 4.6177 -0.8049
C 1.6897 -1.0416 3.5733 -0.2928
C 1.9791 -0.0358 2.3119 0.7212
C 0.5302 0.1928 1.6755 -0.2773
C 0.0502 -0.9554 0.6870 0.4430
C -0.7993 -2.1211 1.3719 0.2310
Cl 0.2325 -3.6520 1.3331 -0.2411
O 2.9416 -0.6933 1.4809 -0.3830
C 3.6977 0.2338 0.6912 -0.3569
C 2.9551 0.7805 -0.6118 0.4010
C 3.7094 0.3509 -1.9794 -0.7904
C 2.8563 -0.8492 -2.6655 -0.7415
O 2.3596 1.1082 3.0581 -1.1904
H -2.6736 -4.7594 0.1811 0.3139
H -3.9257 -3.8031 1.1108 0.2912
H -4.5223 -5.0911 -0.0592 0.4194
H -3.4246 -2.2251 -0.6077 -0.2892
H -4.9323 -3.0650 -1.3075 0.2103
H -3.6955 -3.2870 -3.2406 0.3450
H -2.8307 -4.6533 -2.3672 0.4291
H -1.0567 -2.8320 -1.4796 -0.1649
H -0.9939 -3.4381 -3.1840 0.3632
H -1.5409 -1.3396 -4.2483 0.4449
H -0.8039 -0.7603 -2.6883 -0.1915
H -3.1494 -0.3779 -1.6664 -0.0890
H -3.9175 -0.9362 -3.2956 0.2572
H -1.6543 1.1171 -3.4341 0.3194
H -3.2161 1.0482 -4.4315 0.2452
H -4.3892 2.4341 -2.6509 0.3472
H -3.3002 1.7826 -1.3135 0.1480
H -3.1031 4.3790 -2.3487 0.4293
H -1.9782 3.5084 -3.5416 0.3773
H -1.1978 2.5042 -0.8587 -0.4276
H -0.3246 3.8488 -1.8540 0.3758
H -1.2310 5.6340 -0.5394 0.1504
H -2.7480 4.6445 -0.0681 0.3810
H -0.6912 3.1187 1.1898 -0.7215
H 0.0689 4.7696 1.2635 0.4354
H -1.0689 4.9501 3.2610 0.4585
H -2.3739 5.5857 2.1401 0.3846
H -2.6894 2.6142 2.3165 0.2032
H -3.9158 3.8914 2.7736 0.4142
H -3.5336 2.9409 5.0095 0.3665
H -2.1931 4.2556 4.9482 0.3566
H -1.9644 1.1139 4.9333 0.4491
H -1.0745 1.9733 3.5599 -0.9809
H -0.3561 3.4583 6.0289 0.4011
H -0.1018 1.6699 6.3666 0.1950
H 1.7871 3.2976 5.1216 0.1676
H 0.8456 2.8616 3.5761 -0.1508
H 2.8858 1.1195 5.1973 -0.4863
H 2.6085 -1.5986 3.9719 0.0964
H 0.9126 -1.8526 3.4325 -0.0552
H -0.2060 0.2674 2.5294 0.3385
H 0.5787 1.1951 1.1261 -0.4124
H 0.8938 -1.4331 0.0996 0.2393
H -0.6266 -0.4546 -0.0929 -0.6549
H -1.0729 -1.7996 2.4167 0.6425
H -1.7026 -2.3050 0.7161 -0.5230
H 4.1015 1.1234 1.2581 0.2112
H 4.6129 -0.3421 0.3197 0.3887
H 1.8890 0.4346 -0.7355 -0.4336
H 2.9846 1.9223 -0.6047 0.2879
H 3.7429 1.2148 -2.7282 0.3696
H 4.7792 0.0506 -1.7838 0.2777
H 3.5391 -1.3912 -3.3951 0.3316
H 2.6094 -1.5533 -1.8021 0.1808
H 1.9168 -0.4621 -3.1618 0.0845
C 4.6404 -1.5756 -7.6612 -1.1352
C 6.1367 -1.8435 -7.5373 -0.3943
C 6.5303 -2.3983 -6.1661 -0.4442
C 6.1729 -1.4188 -5.0982 0.2432
N 5.8959 -0.6625 -4.2726 -0.3735
H 4.3072 -0.8163 -6.9500 0.3422
H 4.4018 -1.2092 -8.6622 0.3207
H 4.0630 -2.4878 -7.4864 0.3052
H 6.6808 -0.9142 -7.7306 0.2870
H 6.4356 -2.5575 -8.3099 0.2996
H 7.6056 -2.5861 -6.1309 0.2893
H 6.0151 -3.3423 -5.9719 0.2733
C -8.4402 -2.6761 0.9724 -1.0422
C -8.8970 -1.2784 0.5678 -0.4275
C -8.4463 -0.8901 -0.8425 -0.4610
C -6.9560 -0.9020 -0.9219 0.2435
N -5.8037 -0.9141 -0.9803 -0.3687
H -7.3505 -2.7512 1.0003 0.2642
H -8.8076 -2.9215 1.9712 0.3271
H -8.8195 -3.4296 0.2759 0.2990
H -8.5106 -0.5554 1.2921 0.3001
H -9.9885 -1.2320 0.6185 0.3109
H -8.8077 0.1103 -1.0908 0.2904
H -8.8491 -1.5885 -1.5802 0.2706
C 8.1346 -0.1814 2.6508 -0.9541
C 7.5812 -0.5156 4.0318 -0.4382
C 6.6196 -1.7056 4.0150 -0.6337
C 5.4502 -1.4023 3.1372 0.3392
N 4.5402 -1.1597 2.4565 -0.3326
H 7.3410 0.1138 1.9604 0.1967
H 8.8365 0.6537 2.7144 0.3259
H 8.6633 -1.0381 2.2220 0.2831
H 7.0721 0.3655 4.4328 0.3118
H 8.4146 -0.7396 4.7046 0.3158
H 6.2618 -1.9137 5.0261 0.2694
H 7.1235 -2.6015 3.6427 0.2898
```

Output
Frontier orbital gap (eV): 5.782
Relative energy (zero: lowest compared OMol25 entry of this formula, charge and spin) (kJ/mol): 503.6
Net charge: -1
HOMO (Ha): -0.1378

=====

Entry 2:
Entry from the Open Molecules 2025 dataset: a 13-piece molecular cluster, C39H78O13 overall (the ωB97M-V functional and the def2-TZVPD basis).

```
130
Properties=species:S:1:pos:R:3:mulliken_charge:R:1
C -9.0238 -25.8182 -20.0803 -1.3295
C -8.0933 -26.7946 -19.4438 0.5716
O -7.9457 -27.8672 -19.8657 -0.4983
C -7.3297 -26.3625 -18.2198 -0.0085
H -9.6209 -26.2601 -20.8751 0.3563
H -8.4627 -24.9564 -20.4539 0.2794
H -9.7564 -25.4614 -19.3386 0.3468
H -7.1288 -27.2579 -17.6278 -0.0327
H -7.8967 -25.6520 -17.6121 0.4561
H -6.3829 -25.8673 -18.4643 -0.1387
C -6.3104 -19.4927 -11.9838 -1.4587
C -5.5921 -20.5554 -12.7684 0.6592
O -6.1397 -21.6096 -13.0499 -0.4581
C -4.2758 -20.1413 -13.4405 0.3251
H -7.1673 -19.9020 -11.4624 0.3779
H -6.6454 -18.7293 -12.6961 0.3378
H -5.6244 -18.9964 -11.2902 0.3069
H -3.4663 -20.6128 -12.8811 -0.2489
H -4.1802 -19.0648 -13.3774 0.5666
H -4.3226 -20.4930 -14.4653 -0.4164
C -7.5834 -27.2217 -12.2391 -0.3989
C -8.3982 -25.9725 -12.5533 0.2092
O -9.3807 -25.6844 -11.9486 -0.5894
C -7.9071 -25.1092 -13.6735 -0.0855
H -6.6053 -26.9203 -11.8658 -0.0958
H -7.5083 -27.8439 -13.1329 0.2340
H -8.1114 -27.7694 -11.4612 0.4149
H -8.7595 -24.8385 -14.2971 0.4376
H -7.1916 -25.6745 -14.2653 -0.1615
H -7.4410 -24.1971 -13.2931 0.0558
C -4.6521 -25.8048 -9.8615 -0.3033
C -4.3292 -24.8597 -8.7521 0.5240
O -4.3591 -23.7067 -8.9160 -0.4905
C -4.0030 -25.4518 -7.4212 -1.2083
H -5.0829 -25.2184 -10.6747 0.1317
H -5.4268 -26.4919 -9.4937 0.5026
H -3.8433 -26.3650 -10.3149 -0.0553
H -3.9553 -24.6767 -6.6578 0.3359
H -3.0304 -25.9405 -7.5059 0.2217
H -4.7575 -26.1708 -7.1011 0.3679
C -4.5419 -28.9733 -12.3572 0.6797
C -3.9057 -30.0620 -11.5425 0.4881
O -4.4796 -30.5550 -10.6593 -0.5557
C -2.4967 -30.4782 -11.8688 -0.7510
H -4.3547 -28.0183 -11.8868 -0.4463
H -5.6121 -29.1684 -12.4174 0.3466
H -4.2298 -28.9205 -13.3991 -0.3894
H -2.5004 -30.8538 -12.9067 0.1443
H -2.1880 -31.3087 -11.2425 0.3838
H -1.8170 -29.6346 -11.8415 0.0568
C -4.0413 -21.3250 -18.3205 -0.9858
C -4.7412 -22.5369 -17.6801 0.9026
O -4.3382 -23.6868 -17.9120 -0.4721
C -5.9105 -22.2165 -16.7440 -0.6111
H -3.3762 -21.6848 -19.0991 0.2955
H -3.4986 -20.7606 -17.5636 0.0106
H -4.7887 -20.6313 -18.7164 0.4109
H -6.1383 -23.0615 -16.0986 -0.1205
H -6.8189 -22.0504 -17.3296 0.4913
H -5.6481 -21.3445 -16.1497 0.1101
C -4.3133 -25.7320 -15.2524 -0.2192
C -3.8875 -25.1646 -13.9468 0.1843
O -3.8548 -25.7888 -12.9219 -0.1221
C -3.5533 -23.7130 -13.9555 0.6086
H -3.4498 -25.6464 -15.9285 0.4149
H -5.1102 -25.1150 -15.6521 -0.2186
H -4.6111 -26.7725 -15.1821 -0.2049
H -3.1358 -23.3813 -13.0136 -0.2525
H -4.4579 -23.1288 -14.1594 -0.1952
H -2.8313 -23.5716 -14.7713 -0.0825
C -0.8663 -19.2625 -9.9593 -1.2082
C -2.1949 -19.8516 -10.3162 0.7133
O -3.1112 -19.1602 -10.5938 -0.5165
C -2.3150 -21.3192 -10.2531 -0.8732
H -0.9521 -18.5185 -9.1721 0.3529
H -0.4191 -18.7895 -10.8366 0.2561
H -0.1683 -20.0361 -9.6222 0.3279
H -1.8243 -21.7034 -9.3522 0.5530
H -1.7997 -21.7970 -11.1006 0.1478
H -3.3521 -21.6417 -10.2462 0.2905
C -1.0072 -26.1262 -11.7386 0.6276
C 0.0060 -26.0272 -10.6462 0.2396
O 1.1662 -26.0562 -10.8933 -0.5949
C -0.4921 -25.8009 -9.2474 -0.8332
H -1.3770 -27.1408 -11.8483 -0.4200
H -0.4997 -25.8085 -12.6402 0.2673
H -1.8447 -25.4620 -11.5329 0.0035
H 0.3453 -25.8559 -8.5605 0.3608
H -1.2073 -26.5942 -8.9940 0.2113
H -0.9658 -24.8226 -9.1662 0.1437
C 0.5809 -28.1212 -14.2465 -1.3265
C -0.6373 -27.6334 -15.0005 0.6094
O -0.8079 -26.4974 -15.2012 -0.5035
C -1.5735 -28.6782 -15.5488 -0.2654
H 0.9091 -27.3504 -13.5512 0.3213
H 1.3761 -28.3251 -14.9682 0.4175
H 0.3745 -29.0486 -13.7218 0.3228
H -1.4423 -28.6798 -16.6384 0.2728
H -2.6003 -28.3479 -15.4141 -0.2317
H -1.3586 -29.6403 -15.1241 0.3637
C -4.8154 -27.4401 -21.1044 -1.1750
C -4.1347 -28.0313 -19.9043 0.9353
O -4.2527 -29.1660 -19.6384 -0.5178
C -3.2117 -27.1276 -19.1190 -0.4294
H -4.1105 -26.8815 -21.7239 0.4178
H -5.5220 -26.7049 -20.6859 0.1024
H -5.3207 -28.2019 -21.6663 0.3189
H -3.8325 -26.4984 -18.4519 -0.1112
H -2.7235 -26.4121 -19.7782 0.4969
H -2.5131 -27.6910 -18.5196 -0.0290
C -0.4030 -21.9079 -15.9300 -0.8938
C -0.9698 -21.0411 -14.8586 1.0241
O -0.9791 -21.3861 -13.7464 -0.4824
C -1.5284 -19.7641 -15.3029 -1.1551
H -0.6796 -22.9509 -15.7575 0.0710
H 0.6848 -21.8482 -15.9249 0.3934
H -0.7846 -21.6255 -16.9154 0.3059
H -2.4871 -19.9211 -15.8023 -0.0296
H -0.8746 -19.2730 -16.0288 0.4686
H -1.7068 -19.0701 -14.4853 0.2877
C -6.5447 -31.3660 -16.0732 -1.4338
C -5.5337 -30.2420 -16.1113 0.8115
O -5.8689 -29.0938 -15.7924 -0.4775
C -4.1565 -30.5286 -16.6585 -0.4234
H -7.2935 -31.1115 -15.3269 0.3377
H -6.1080 -32.3360 -15.8404 0.4178
H -7.0133 -31.4221 -17.0570 0.3414
H -3.4846 -30.9229 -15.8844 0.2429
H -3.7411 -29.6548 -17.1325 -0.2447
H -4.1938 -31.3283 -17.4104 0.4579
```

Output
Frontier orbital gap (eV): 9.486
Relative energy (zero: lowest compared OMol25 entry of this formula, charge and spin) (kJ/mol): 87.6
HOMO (Ha): -0.3365

=====

Entry 3:
Entry from the Open Molecules 2025 dataset: a 13-piece molecular cluster, C39H78O15 overall (the ωB97M-V functional and the def2-TZVPD basis).

```
132
Properties=species:S:1:pos:R:3:mulliken_charge:R:1
C 0.9249 0.9230 1.6232 -0.0708
O -0.1681 0.5574 0.7281 -0.5621
C -0.0584 -0.2303 -0.3757 -0.0574
O -0.9748 -0.2948 -1.2067 -0.4353
O 1.0754 -0.9017 -0.3952 0.5322
C 1.6472 -1.5979 -1.5046 0.5662
H 1.4096 0.0805 2.1166 -0.5010
H 0.5858 1.5476 2.4496 0.4318
H 1.6746 1.5852 1.1901 0.2185
H 2.6821 -1.9016 -1.3467 -0.6083
H 1.7364 -0.7896 -2.2303 0.3055
H 1.1208 -2.4623 -1.9093 -0.4972
C 3.6990 2.9633 -6.1666 -1.2380
C 2.7179 2.5562 -5.1145 0.8099
O 2.2153 3.3250 -4.2812 -0.5422
C 2.3262 1.1363 -5.0365 -0.7776
H 4.6792 2.5085 -6.0230 0.3204
H 3.7379 4.0422 -6.0161 0.3508
H 3.3366 2.6988 -7.1599 0.3246
H 3.1657 0.6166 -4.5746 0.2630
H 2.1692 0.6031 -5.9741 0.5143
H 1.4175 1.0035 -4.4494 0.0089
C 3.5050 3.3040 3.9656 -1.1035
C 3.5382 1.7505 4.1668 0.7868
O 3.5554 0.9702 3.3010 -0.4131
C 3.4980 1.4334 5.6202 -0.9492
H 3.6574 3.4029 2.8908 0.2024
H 4.3621 3.7835 4.4384 0.4714
H 2.5544 3.7208 4.2985 0.2510
H 4.5373 1.3323 5.9328 0.3634
H 3.0367 0.4578 5.7737 0.0416
H 3.0227 2.2485 6.1660 0.3675
C -1.7141 -3.7080 2.0148 -1.2085
C -1.3824 -4.3560 0.6824 1.1121
O -0.4784 -3.9881 -0.0448 -0.2543
C -2.0955 -5.5983 0.3431 -1.5004
H -2.7806 -3.5013 2.1049 0.4690
H -1.2104 -2.7539 2.1701 -0.1270
H -1.4031 -4.4579 2.7422 0.4722
H -1.8080 -6.3019 1.1244 0.4851
H -1.7424 -6.0957 -0.5602 0.2245
H -3.1734 -5.4508 0.4107 0.3587
C -3.1906 4.9411 3.5210 -1.1405
C -1.9620 4.4039 4.2626 0.8521
O -1.2961 3.4922 3.7282 -0.2881
C -1.4606 5.0127 5.5412 -1.3793
H -3.2292 5.9711 3.8753 0.4638
H -4.1160 4.4358 3.7975 0.3530
H -2.9336 4.9182 2.4620 0.2125
H -1.7480 6.0640 5.5261 0.4058
H -0.3975 4.8927 5.7497 0.2553
H -2.0939 4.5544 6.3008 0.3674
C 3.7391 1.4212 -1.1269 -0.2301
C 4.4755 0.0606 -0.9897 0.5600
O 5.1654 -0.3413 -1.9092 -0.6293
C 4.3564 -0.7827 0.3067 -0.4226
H 2.6967 1.2829 -0.8396 -0.2958
H 3.7452 1.7240 -2.1740 0.1302
H 4.2362 2.1024 -0.4364 0.4991
H 3.4499 -0.5017 0.8426 -0.1525
H 5.2179 -0.5677 0.9390 0.5158
H 4.3698 -1.8453 0.0640 0.2083
C 1.1162 4.3331 -0.1335 -0.0715
C 0.2968 5.5904 0.1836 0.5115
O 0.2114 6.5144 -0.6427 -0.6122
C -0.1486 5.7167 1.5799 -0.4733
H 1.5690 4.2383 -1.1205 0.3614
H 0.4835 3.4460 -0.1073 -0.2254
H 1.7817 4.1727 0.7147 0.0741
H 0.6472 5.7124 2.3246 0.3470
H -0.7802 4.8501 1.7755 -0.3067
H -0.7097 6.6343 1.7571 0.4034
C -2.6267 -5.2144 -3.2963 -0.7583
C -2.0369 -4.1130 -4.0789 0.4065
O -2.4578 -3.8821 -5.1825 -0.5902
C -0.9492 -3.2502 -3.4804 0.4841
H -2.9262 -4.8411 -2.3170 -0.0403
H -1.9409 -6.0550 -3.1905 0.3223
H -3.5235 -5.5457 -3.8198 0.3837
H -1.4243 -2.4040 -2.9840 -0.5757
H -0.2565 -2.9032 -4.2470 0.5896
H -0.3700 -3.8501 -2.7785 -0.1347
C -3.7115 -2.0401 -1.3918 -0.6016
C -4.1608 -0.7316 -0.7938 0.8506
O -4.7479 0.0901 -1.4461 -0.6342
C -3.8258 -0.4721 0.6414 0.3606
H -3.9177 -1.9615 -2.4593 0.3426
H -4.1589 -2.9234 -0.9362 0.5565
H -2.6627 -2.2955 -1.2403 -0.3584
H -3.1791 0.3920 0.7939 -0.6167
H -3.4289 -1.3174 1.2036 -0.3126
H -4.6840 -0.2248 1.2664 0.5569
C 2.4712 -5.0974 0.3901 -0.2156
C 2.3470 -5.7151 -0.9988 0.8103
O 1.5308 -6.6447 -1.2464 -0.6287
C 3.2387 -5.1291 -2.0849 -1.0930
H 3.0473 -5.8338 0.9505 0.5358
H 1.4553 -5.0389 0.7809 -0.1778
H 2.8215 -4.0683 0.4696 -0.0985
H 4.2137 -5.6160 -2.1033 0.3945
H 3.2824 -4.0403 -2.1102 0.1239
H 2.8434 -5.4685 -3.0424 0.3896
C 1.3542 -2.2447 5.7812 -1.4112
C 0.7238 -2.0252 4.4195 0.8326
O -0.2220 -1.2930 4.2754 -0.5265
C 1.4777 -2.5072 3.2806 -0.4593
H 1.4746 -3.3024 6.0155 0.3924
H 0.7762 -1.9137 6.6440 0.3538
H 2.3182 -1.7361 5.7654 0.2008
H 1.2425 -3.5511 3.0728 0.4256
H 2.5324 -2.4572 3.5509 0.5859
H 1.2296 -2.0181 2.3387 -0.3109
C -2.7188 1.3815 -4.0060 -0.1836
C -2.6442 0.7465 -5.3962 0.4905
O -2.3529 1.4407 -6.3232 -0.1531
C -2.9036 -0.7180 -5.5210 -0.4310
H -1.8737 2.0486 -3.8356 0.4753
H -2.8097 0.6331 -3.2188 -0.4003
H -3.6443 1.9569 -4.0262 0.4684
H -3.9428 -0.8559 -5.2227 0.4006
H -2.2223 -1.2019 -4.8211 -0.2276
H -2.7466 -1.0896 -6.5337 0.4544
C -2.7660 2.5378 -0.3525 1.1134
C -3.8586 3.3174 0.2133 0.4102
O -4.2949 4.3671 -0.3772 -0.6631
C -4.6274 2.8107 1.4834 -1.2717
H -2.1453 2.0106 0.3719 -0.7966
H -2.1763 3.3104 -0.8458 0.5799
H -3.1261 1.8022 -1.0718 -0.3468
H -3.8949 2.6629 2.2769 0.2431
H -5.1759 1.8714 1.4127 0.3809
H -5.3356 3.6033 1.7249 0.4039
```

Output
Spin multiplicity: 2
Frontier orbital gap (alpha / beta) (eV): 6.995 / 2.900
Net charge: +1
HOMO (alpha / beta) (Ha): -0.4082 / -0.4082

=====

M readings, ordered: 681.32 755.04 787.04 g/mol
Electronic energy readings, ordered: -2406.44296 -2510.87879 -2660.97503 a.u.